No. 1
ORCA calculation (ωB97M-V/def2-TZVPD) on C30H29MoN7O4S2 as an isolated structure in a non-equilibrium geometry.

## Properties
frontier orbital gap (alpha / beta) = 0.2101 / 0.2027 Eh
E = -73726.897 eV
spin multiplicity = 3
total charge = 0
⟨S²⟩ = 2.021

Each line ends with the Mulliken spin population.
Atoms and positions in Å:
Mo1 0.3732 -0.4364 -0.8595  1.642
C1 2.6100 -0.9216 -3.0783  0.010
N1 1.7962 0.2611 -2.7191  -0.031
C2 1.0047 0.6791 -3.9052  -0.001
C3 -0.0511 -0.3042 -4.3879  0.004
C4 -1.2835 -0.3731 -3.5029  0.009
N2 -1.0499 -1.1142 -2.2601  -0.024
C5 -1.7497 -2.1855 -2.0888  0.038
C6 -1.8933 -2.9260 -0.8733  0.009
C7 -2.6033 -4.1413 -0.8789  0.010
C8 -2.8294 -4.8276 0.2848  -0.005
C9 -2.3596 -4.3019 1.4990  0.013
C10 -1.6886 -3.1030 1.5413  -0.007
C11 -1.4471 -2.3976 0.3561  0.025
O1 -0.8255 -1.2374 0.4147  0.021
C12 2.7591 1.3833 -2.4262  0.011
C13 2.3958 2.2597 -1.2370  0.013
C14 2.6593 1.5238 0.0687  0.005
N3 2.1238 0.1702 -0.0229  0.010
C15 1.7973 -0.4773 1.0796  0.040
C16 1.9694 -1.9257 1.2132  -0.016
C17 2.4217 -2.4577 2.4186  0.014
C18 2.6441 -3.8160 2.5314  0.005
C19 2.3891 -4.6528 1.4451  0.015
C20 1.9139 -4.1456 0.2487  -0.020
C21 1.6928 -2.7769 0.1246  0.064
O2 1.1794 -2.2462 -0.9875  0.027
H1 3.2473 -0.6893 -3.9389  0.001
H2 1.9806 -1.7737 -3.3137  0.002
H3 3.2327 -1.1939 -2.2304  -0.002
H4 1.7027 0.8651 -4.7298  0.000
H5 0.5204 1.6259 -3.6546  -0.003
H6 0.3630 -1.3074 -4.5048  0.000
H7 -0.3670 0.0255 -5.3792  0.001
H8 -2.1096 -0.8266 -4.0534  -0.004
H9 -1.5907 0.6370 -3.2271  0.001
H10 -2.3385 -2.5420 -2.9353  -0.001
H11 -2.9661 -4.5293 -1.8242  0.000
H12 -3.3716 -5.7630 0.2732  0.000
H13 -2.5303 -4.8470 2.4183  0.000
H14 -1.3315 -2.6683 2.4656  -0.001
H15 2.8450 1.9964 -3.3257  0.000
H16 3.7412 0.9460 -2.2393  0.001
H17 1.3526 2.5703 -1.2797  0.000
H18 3.0049 3.1638 -1.2589  0.001
H19 2.2241 2.0514 0.9174  0.005
H20 3.7341 1.4254 0.2454  -0.003
H21 1.7084 0.0936 2.0049  -0.012
H22 2.6089 -1.7945 3.2546  0.000
H23 3.0119 -4.2286 3.4607  0.001
H24 2.5414 -5.7199 1.5453  0.001
H25 1.6793 -4.7936 -0.5858  0.000
O3 -0.0598 3.9706 0.3054  0.000
S1 0.1598 3.6065 1.6898  0.000
O4 1.3649 4.1394 2.2785  0.000
N4 0.1220 1.9741 1.8914  0.006
C22 -0.7443 1.6431 2.8477  0.001
S2 -0.9136 0.1080 3.4920  -0.001
C23 -1.5742 2.7927 3.3370  0.001
C24 -2.5809 2.7824 4.2859  0.000
C25 -3.2443 3.9736 4.5507  0.000
C26 -2.9115 5.1484 3.8805  0.000
C27 -1.8835 5.1662 2.9487  0.000
C28 -1.2328 3.9741 2.7082  0.000
H26 -2.8340 1.8593 4.7897  0.000
H27 -4.0393 3.9897 5.2853  0.000
H28 -3.4605 6.0577 4.0857  0.000
H29 -1.6153 6.0687 2.4170  0.000
N5 -0.6739 1.2143 -0.9359  -0.042
C29 -1.5429 2.0185 -0.8022  0.108
N6 -2.5799 2.6773 -0.8107  0.045
C30 -3.0470 3.8112 -0.3445  -0.008
N7 -3.5508 4.7914 -0.0027  0.020

Atoms 1-3, force components in eV/Å:
0.0857 -0.7402 -1.3989
0.0204 -0.0248 -0.0572
-0.2148 -0.0045 -0.0515

=====

No. 2
ORCA calculation (ωB97M-V/def2-TZVPD) on a 2-piece molecular cluster, C3H2O overall.

## Properties
frontier orbital gap = 0.3355 Eh
E = -5183.345 eV
energy relative to the best compared isomer or geometry (same formula, charge and spin) = 467.6 kJ/mol
total charge = 0

Each line ends with the Mulliken charge.
Atoms and positions in Å:
C1 1.5083 0.2940 1.4225  0.140
C2 2.4886 -0.5223 1.5110  -0.116
C3 0.5143 0.7720 0.7901  -0.027
O1 -1.4318 0.0205 -1.5611  -0.630
H1 -1.9403 0.3010 -0.8068  0.322
H2 -1.1391 -0.8653 -1.3558  0.310

Atoms 1-3, force components in eV/Å:
0.5302 -0.1641 0.3732
0.2639 -0.2234 0.0307
-0.7675 0.4362 -0.2871

=====

No. 3
ORCA calculation (ωB97M-V/def2-TZVPD) on one molecule with the formula C5H7BrO2S in a non-equilibrium geometry.

## Properties
frontier orbital gap = 0.2864 Eh
E = -90268.876 eV
energy relative to the best compared isomer or geometry (same formula, charge and spin) = 0.0 kJ/mol
total charge = 0

Each line ends with the Mulliken charge.
Atoms and positions in Å:
C1 1.3077 1.7708 0.0610  0.536
C2 -0.3371 -0.7598 -0.4889  0.630
C3 0.2618 1.1833 1.0700  -0.612
C4 -0.8670 0.3572 0.4680  -0.499
C5 -1.3158 -1.7250 -1.0647  -1.203
O1 1.8728 2.7954 0.0835  -0.446
O2 1.6303 0.8095 -0.9751  -0.303
S1 1.1940 -0.7610 -1.0673  0.114
Br1 3.0590 -1.2836 0.5902  -0.414
H1 0.8366 0.7240 1.8942  0.316
H2 -0.1226 2.2102 1.5993  0.285
H3 -1.4062 -0.1423 1.3783  0.252
H4 -1.6209 0.9626 0.0566  0.372
H5 -1.9185 -1.1886 -1.7322  0.292
H6 -1.9227 -2.3354 -0.4182  0.358
H7 -0.6515 -2.6172 -1.4546  0.323

Atoms 1-3, force components in eV/Å:
-0.9828 -2.8447 0.7433
-0.2586 1.7106 0.4704
0.3363 4.0448 0.9262

=====

No. 4
ORCA calculation (ωB97M-V/def2-TZVPD) on C13H33N3O7S2 as an isolated structure in a non-equilibrium geometry.

## Properties
frontier orbital gap = 0.2669 Eh
E = -54485.708 eV
total charge = 0

Each line ends with the Mulliken charge.
Atoms and positions in Å:
C1 -3.5812 -1.8941 -2.2966  -1.441
C2 -2.6162 -3.0689 -2.3567  0.673
O1 -2.5179 -3.6190 -3.6736  -0.596
C3 -1.2369 -2.7424 -1.8672  -0.725
O2 -1.3488 -1.9823 -0.6496  -0.251
S1 -0.2289 -2.2821 0.4595  0.997
O3 0.9287 -2.8336 -0.1500  -0.663
O4 0.0299 -1.0022 1.0390  -0.745
N1 -0.8298 -3.1639 1.6341  -0.461
S2 -1.0254 -4.7204 1.2323  1.094
O5 0.1630 -5.4664 0.9962  -0.638
O6 -1.9710 -4.8756 0.1357  -0.677
C4 -1.8969 -5.3652 2.6575  -0.700
C5 -2.7407 -6.5542 2.2547  -0.509
N2 -1.9937 -7.5668 1.4999  -0.618
H1 -4.4230 -2.0864 -2.9469  0.394
H2 -3.9539 -1.8394 -1.2831  0.343
H3 -3.0812 -0.9583 -2.5185  0.285
H4 -3.0325 -3.8459 -1.7318  0.135
H5 -2.9458 -4.4838 -3.6468  0.383
H6 -0.7298 -3.6797 -1.7309  0.415
H7 -0.7309 -2.1422 -2.6148  0.480
H8 -2.5861 -4.5814 2.9460  0.278
H9 -1.2300 -5.5745 3.4805  0.374
H10 -3.1438 -7.0229 3.1414  0.464
H11 -3.5716 -6.2021 1.6522  0.233
H12 -2.5590 -8.4077 1.5085  0.237
H13 -1.9323 -7.3018 0.5239  0.248
C6 3.6336 4.9821 -1.0013  -1.288
C7 2.8114 3.7107 -0.9462  -0.295
N3 2.5156 3.1785 0.4320  0.165
C8 3.8109 2.6676 0.9986  -1.078
C9 1.6358 1.9446 0.3317  -0.365
C10 0.2059 2.1561 -0.1256  -1.001
C11 2.0251 4.2021 1.4274  -0.667
C12 0.7691 5.0116 1.1431  -0.522
O7 0.9174 5.9032 0.0596  -0.354
C13 -0.0838 5.8399 -0.9478  -0.645
H14 4.6326 4.8441 -0.5865  0.364
H15 3.7603 5.2659 -2.0452  0.418
H16 3.1649 5.8183 -0.4929  0.267
H17 3.3431 2.9119 -1.4624  0.512
H18 1.8627 3.8374 -1.4577  0.252
H19 4.2054 1.9119 0.3266  0.399
H20 3.6095 2.2325 1.9728  0.426
H21 4.5064 3.4935 1.1013  0.477
H22 1.6370 1.4766 1.3145  0.340
H23 2.1419 1.2741 -0.3612  0.335
H24 -0.4309 2.4915 0.6878  0.320
H25 -0.2000 1.1908 -0.4295  0.239
H26 0.1065 2.8330 -0.9741  0.240
H27 2.8534 4.8930 1.5698  0.516
H28 1.8787 3.6530 2.3577  0.394
H29 0.6177 5.6217 2.0418  0.368
H30 -0.1223 4.4000 1.0516  0.325
H31 -1.0168 5.4104 -0.5813  0.352
H32 0.2713 5.2546 -1.8021  0.243
H33 -0.2765 6.8522 -1.2973  0.251

Atoms 1-3, force components in eV/Å:
0.3419 -0.3137 0.2223
-1.0736 -0.1860 0.0182
0.1197 -0.0356 -0.2448

=====

No. 5
ORCA calculation (ωB97M-V/def2-TZVPD) on an isolated ion of composition C2HCl3NO2 and charge -1 in a non-equilibrium geometry.

## Properties
frontier orbital gap = 0.3134 Eh
E = -45244.349 eV
energy relative to the best compared isomer or geometry (same formula, charge and spin) = 14.3 kJ/mol
SMILES = O=C([O-])NC(Cl)(Cl)Cl
total charge = -1

Each line ends with the Mulliken charge.
Atoms and positions in Å:
O1 -2.4010 0.4004 0.2294  -0.718
C1 -1.2486 0.7209 0.5127  0.663
O2 -0.6935 1.2257 1.3958  -0.526
N1 -0.2827 0.1401 -0.7016  -0.468
C2 0.9224 -0.2560 -0.2736  0.413
Cl1 0.8717 -1.3056 1.2587  -0.257
Cl2 1.8280 -1.2922 -1.4158  -0.217
Cl3 1.9288 1.0606 0.0331  -0.150
H1 -0.9251 -0.6938 -1.0387  0.260

Atoms 1-3, force components in eV/Å:
-0.2947 0.1345 -0.1783
-2.3826 -2.4771 -3.6127
2.3385 2.5093 3.4320

=====

The lowest total charge belongs to which entry? C2HCl3NO2